The following is a quantum chemistry calculation of a structure of composition C26H32CrNO5S in a non-equilibrium geometry, from OMol25.

Output
- ΔE to the lowest compared entry with this formula, charge and spin (kcal per mole) = 62.2
- expectation value of S² = 6.104
- HOMO energy (spin up / spin down) (eV) = -0.04 / -4.05
- multiplicity = 5
- total charge = -1
- gap between HOMO and LUMO (spin up / spin down) (eV) = 2.0 / 6.0
- LUMO energy (spin up / spin down) (eV) = 1.9953 / 1.9380

Last column: Löwdin charge in e.
Geometry (Å):
O (3.022, 2.499, -0.613)  -0.08
C (3.028, 2.471, -2.065)  -0.16
C (4.238, 1.554, -2.156)  -0.06
H (3.296, 3.466, -2.398)  0.07
H (2.118, 2.108, -2.559)  0.11
C (4.043, 1.444, -0.571)  -0.50
H (5.174, 2.034, -2.461)  0.09
H (3.979, 0.647, -2.735)  0.11
C (5.049, 1.885, 0.494)  -0.01
H (5.173, 2.984, 0.498)  0.07
H (6.025, 1.365, 0.441)  0.09
H (4.572, 1.632, 1.458)  0.09
C (3.563, 0.008, -0.403)  -0.04
H (2.819, -0.232, -1.179)  0.04
H (3.111, -0.139, 0.591)  0.05
H (4.417, -0.686, -0.580)  0.11
Cr (-0.233, -0.273, 0.132)  0.75
C (-0.347, -2.166, -0.885)  -0.16
C (-1.515, -1.383, -1.242)  -0.10
C (-1.055, -0.237, -1.996)  -0.09
H (-2.560, -1.673, -1.106)  0.13
C (0.382, -0.241, -2.018)  -0.10
C (0.820, -1.466, -1.361)  -0.16
H (1.828, -1.892, -1.395)  0.11
H (-0.353, -3.170, -0.442)  0.12
H (-1.695, 0.426, -2.576)  0.10
H (0.999, 0.490, -2.544)  0.10
C (-1.150, -0.552, 2.121)  -0.12
C (0.005, -1.407, 1.941)  -0.17
C (1.163, -0.551, 1.836)  -0.17
H (0.018, -2.500, 1.986)  0.12
C (0.727, 0.822, 1.935)  -0.10
C (-0.689, 0.815, 2.153)  -0.12
H (-1.282, 1.676, 2.454)  0.11
H (-2.169, -0.879, 2.332)  0.12
H (2.198, -0.888, 1.901)  0.10
H (1.372, 1.705, 1.956)  0.12
O (4.051, 4.777, -1.387)  -0.20
C (5.507, 4.747, -1.553)  -0.17
C (5.961, 6.024, -2.294)  -0.15
H (5.780, 3.844, -2.140)  0.10
H (5.969, 4.604, -0.558)  0.11
C (4.664, 6.660, -2.832)  -0.16
H (6.661, 5.789, -3.104)  0.11
H (6.441, 6.726, -1.602)  0.10
C (3.514, 5.886, -2.168)  -0.17
H (4.649, 6.533, -3.924)  0.11
H (4.613, 7.728, -2.605)  0.10
H (2.849, 5.498, -2.959)  0.12
H (2.895, 6.517, -1.513)  0.12
O (-4.529, -0.290, -2.807)  -0.37
S (-4.654, 1.009, -2.185)  0.59
O (-5.478, 1.993, -2.841)  -0.36
N (-3.184, 1.575, -1.747)  -0.13
C (-2.923, 1.660, -0.431)  -0.56
O (-1.783, 1.908, 0.059)  -0.11
C (-4.123, 1.291, 0.375)  -0.19
C (-4.266, 1.104, 1.761)  -0.08
C (-5.458, 0.570, 2.259)  -0.15
C (-6.492, 0.199, 1.383)  -0.17
C (-6.330, 0.324, -0.004)  -0.09
C (-5.133, 0.869, -0.466)  -0.28
H (-3.452, 1.363, 2.430)  0.08
H (-5.594, 0.426, 3.331)  0.07
H (-7.422, -0.211, 1.773)  0.06
H (-7.078, 0.013, -0.734)  0.10